The following is a DFT calculation (the ωB97M-V functional and the def2-TZVPD basis) of a molecular structure, C2H5FS.

Computed properties:
Frontier orbital gap: 9.9 eV
E: -15702.4735 eV

Last column: Mulliken charge in e.
Geometry (Å):
C -1.17 0.08 -1.13  0.171
C -0.21 0.29 -0.26  -0.494
H 0.86 -1.21 1.27  0.173
H 2.29 -0.05 1.94  0.112
H -1.14 -0.61 -1.97  0.309
H 0.73 -0.27 -0.36  0.200
H -0.32 1.00 0.56  0.293
F -2.35 0.73 -1.07  -0.232
S 1.31 0.03 1.02  -0.531